1.
{"formula": "C5H8ClN2O2", "method": "ωB97M-V/def2-TZVPD", "symbols": ["Cl", "O", "O", "N", "N", "C", "C", "C", "C", "C", "H", "H", "H", "H", "H", "H", "H", "H"], "positions_angstrom": [[-4.69300, -1.05929, -2.31674], [0.02652, 4.07495, -3.46328], [-1.80757, 2.74965, -3.28795], [-3.02189, -1.17974, -2.67371], [-1.16613, 0.38129, -0.92071], [-0.87656, 3.39816, -3.36944], [-0.25886, -0.28553, 1.11213], [1.08094, 0.32894, -0.96671], [-1.92209, -0.23114, -1.59415], [-0.11958, 0.65404, -0.10438], [2.04937, 0.53509, -0.34245], [1.01186, 0.90195, -1.92059], [0.63760, -0.14841, 1.89265], [-0.34888, -1.30105, 0.69011], [1.15719, -0.69401, -1.07241], [-0.25698, 1.76126, 0.16368], [-2.82141, -0.66065, -3.60636], [-1.22476, -0.03308, 1.65474]], "forces_ev_per_a": [[0.92, 0.40, 0.04], [2.29, 1.44, -0.12], [-2.37, -2.06, 0.37], [2.40, 2.00, 0.48], [-6.10, -3.94, -4.63], [0.09, 0.57, -0.25], [0.33, 0.83, 1.90], [2.46, 3.03, 1.46], [-0.12, 1.14, 0.09], [1.65, 1.88, 2.36], [-1.69, 0.27, -1.39], [0.57, -0.60, 0.72], [-1.98, -0.46, -2.00], [0.34, 0.24, 0.61], [-0.26, -2.30, -0.81], [0.72, -1.47, -0.17], [-0.48, -0.59, 1.89], [1.22, -0.40, -0.54]], "nbo_charge": [0.296, -0.473, -0.545, -0.506, -0.263, 1.018, -0.607, -0.599, 0.663, -0.108, 0.255, 0.230, 0.265, 0.222, 0.225, 0.258, 0.428, 0.239], "lumo_ha": -0.21196, "charge": 1, "gap_ev": 9.568}

2.
{"formula": "C7H15Cl12HgO", "method": "ωB97M-V/def2-TZVPD", "symbols": ["Hg", "Cl", "Cl", "Cl", "Cl", "Cl", "Cl", "Cl", "Cl", "Cl", "Cl", "Cl", "Cl", "O", "C", "C", "C", "C", "C", "C", "C", "H", "H", "H", "H", "H", "H", "H", "H", "H", "H", "H", "H", "H", "H", "H"], "positions_angstrom": [[1.28555, -1.73394, -4.15123], [-0.95541, -2.65234, 2.28698], [0.94478, 0.44723, 3.64259], [-2.17928, -5.21672, -1.25012], [4.13120, -2.99754, 2.62835], [4.47158, -1.88964, -0.17120], [-0.05785, 3.08641, 2.75411], [1.85659, 4.41926, -3.69413], [-3.41574, 2.57449, 0.82681], [0.89738, 4.20964, -0.84141], [-2.54015, -0.74524, 0.57125], [-0.78197, -3.30519, -3.14986], [-2.46395, 4.29107, -1.24619], [0.83476, -0.45181, -2.29317], [-1.66297, -3.54718, -1.59408], [0.92040, -0.14909, -0.93451], [3.69178, -1.70319, 1.42615], [1.84649, 3.50085, -2.17234], [-2.27991, 2.71152, -0.60135], [-2.56847, -1.96329, 1.94235], [-0.40542, 1.34808, 2.85330], [3.85018, -0.68120, 1.77046], [0.23139, -0.79166, -0.38636], [-2.82680, -1.38694, 2.83071], [0.67656, 0.87413, -0.64876], [-0.54251, 0.95406, 1.84630], [2.62143, -1.69641, 1.22023], [-0.94204, -3.25073, -0.83219], [-1.26260, 2.57127, -0.23594], [-2.51018, -2.87075, -1.48100], [1.42861, 2.51086, -2.35509], [-1.33275, 1.22259, 3.41223], [-2.53260, 1.95217, -1.34138], [2.87245, 3.40130, -1.81792], [-3.24486, -2.79817, 1.75909], [1.94422, -0.24397, -0.57271]], "forces_ev_per_a": [[0.02, 0.63, 2.35], [-0.44, 0.28, -0.46], [-0.79, 0.42, -0.44], [0.43, 0.99, -0.66], [-0.37, 1.32, -1.11], [-0.01, -0.02, 0.37], [-0.09, -0.18, -0.15], [-0.16, -0.27, 0.82], [0.59, 0.54, -1.20], [-0.11, 0.18, -0.28], [-0.10, -0.84, 0.47], [-0.48, -0.53, -0.74], [-0.04, 0.71, 0.17], [-1.25, 0.93, -1.82], [0.13, -0.12, 1.88], [0.99, -1.69, 0.21], [-0.57, -0.11, 0.12], [0.04, -0.15, -0.65], [0.12, -1.55, 0.94], [0.75, 0.27, 0.56], [0.36, -0.29, 0.18], [0.82, -0.40, 0.40], [0.25, -0.23, 0.26], [-0.23, -0.18, -0.28], [-0.17, 0.66, -0.90], [0.18, 0.04, 0.15], [0.03, -0.75, 0.24], [0.01, -0.26, -0.09], [-0.20, 0.17, 0.12], [0.03, -0.16, -0.80], [0.04, 0.14, -0.07], [0.33, -0.04, 0.17], [-0.22, 0.19, 0.15], [-0.07, 0.18, 0.10], [-0.03, 0.45, -0.34], [0.22, -0.31, 0.32]], "lowdin_spin": [-0.003, 0.002, 0.002, 0.000, 0.000, 0.000, 0.009, 0.023, 0.288, 0.198, 0.023, -0.001, 0.418, 0.003, 0.000, 0.001, 0.000, 0.020, -0.004, 0.001, 0.000, 0.000, 0.000, 0.000, 0.000, 0.000, 0.000, 0.000, 0.000, 0.000, 0.005, 0.000, 0.000, 0.013, 0.000, 0.000], "lumo_ha": [-0.39805, -0.46494], "spin_multiplicity": 2, "charge": 2, "s_squared": 0.756, "gap_ev": [4.270, 2.450]}

3.
{"formula": "C36H46N7SSeYb", "method": "ωB97M-V/def2-TZVPD", "symbols": ["Yb", "Se", "S", "N", "N", "N", "N", "N", "N", "N", "C", "C", "C", "C", "C", "C", "C", "C", "C", "C", "C", "C", "C", "C", "C", "C", "C", "C", "C", "C", "C", "C", "C", "C", "C", "C", "C", "C", "C", "C", "C", "C", "C", "C", "C", "C", "H", "H", "H", "H", "H", "H", "H", "H", "H", "H", "H", "H", "H", "H", "H", "H", "H", "H", "H", "H", "H", "H", "H", "H", "H", "H", "H", "H", "H", "H", "H", "H", "H", "H", "H", "H", "H", "H", "H", "H", "H", "H", "H", "H", "H", "H"], "positions_angstrom": [[-0.25232, -0.48901, 0.52074], [1.98748, -0.39301, 3.98734], [2.43578, 1.57249, 0.10744], [0.27418, 0.95759, 2.30094], [-2.11722, -1.59151, -0.42006], [-0.33782, 0.31809, -1.67226], [-1.28562, 1.80529, 0.27904], [4.71078, 2.84579, -0.39456], [3.25708, 2.99319, -2.02756], [-1.76292, -1.06931, 2.17244], [4.64488, -1.48851, -0.05016], [-0.26812, -0.52901, -2.85016], [-1.44842, 4.53489, -2.26316], [5.45448, 3.51199, -1.43866], [-3.88922, -2.09821, 2.68494], [-1.08962, 2.42359, -0.86296], [-1.46632, -0.85841, 3.58014], [-5.73302, -1.18911, 0.42814], [-0.32882, 1.63489, -1.87186], [-1.58532, 0.62589, 3.96544], [-6.11442, -1.68671, 1.65984], [1.03078, -3.05911, 1.71254], [0.34118, 2.17909, -2.98626], [-2.94972, -1.50791, 1.80114], [-1.02142, -4.52971, 1.67174], [1.60338, -3.66451, -0.91446], [-5.25672, -2.19901, 2.62554], [0.47008, -4.18381, -0.31496], [1.31298, 0.07799, 2.34134], [3.68528, -2.26911, -0.94256], [3.47258, 2.49269, -0.79696], [4.34298, 3.85239, -2.45396], [-4.48712, -1.19341, -0.17126], [-1.22622, 2.76639, 2.61794], [-2.06262, 2.36999, 1.37604], [-0.44122, 4.52879, -3.22356], [-0.54792, 1.58719, 3.33124], [2.16908, -2.52311, 1.10424], [-1.71262, 3.64079, -1.25516], [-0.94992, -1.87431, -2.56256], [-3.19982, -1.45531, 0.33824], [-2.30092, -1.70701, -1.85836], [2.47168, -2.81801, -0.22406], [0.16228, -3.89031, 1.01164], [0.37348, 3.45549, -3.52326], [3.19178, -1.36431, -2.07736], [-7.17342, -1.70331, 1.88224], [-1.50072, 0.68079, 5.05294], [5.14608, 2.42969, 0.40974], [-2.80722, -0.82521, -2.28136], [-1.88412, 3.28089, 3.32194], [5.47588, -1.11951, -0.65096], [-2.10132, 5.40059, -2.28926], [-6.53742, -0.81181, -0.19426], [5.96758, 4.39779, -1.05426], [-0.78612, -0.02711, -3.68356], [6.20478, 2.84319, -1.88036], [0.34478, 1.57399, 1.49204], [-2.93432, -2.58201, -2.06686], [0.10818, 1.96319, 4.13144], [-2.61742, 3.26899, 1.08624], [1.08378, 3.60059, -4.33256], [4.02938, -0.89211, -2.58726], [0.99248, 1.46449, -3.47746], [2.86438, -1.97021, 1.71864], [0.89498, -2.91351, 2.78004], [-3.45022, -2.51141, 3.58524], [-2.56602, 3.91429, -0.64816], [2.62128, -1.93531, -2.80776], [2.55138, -0.58531, -1.65756], [-2.59462, 0.95069, 3.70074], [-4.49592, -0.85341, -1.19876], [4.05778, 4.90999, -2.40066], [-0.17162, -4.85221, -0.87366], [-1.93602, -4.28941, 1.13094], [4.63738, 3.61969, -3.48116], [-0.44942, -1.20221, 3.78024], [2.32378, 3.04049, -2.41826], [-0.45452, 3.47419, 2.29794], [0.76308, -0.71831, -3.18286], [4.14228, -0.63581, 0.39934], [4.22938, -3.11571, -1.38206], [-1.12352, -4.19161, 2.69994], [-1.08762, -2.39961, -3.51086], [-0.90972, -5.61411, 1.67604], [-2.79682, 1.60399, 1.66324], [-5.73052, -2.67331, 3.47814], [-0.30552, -2.48031, -1.91756], [5.04818, -2.11691, 0.73854], [-0.33352, 5.41959, -3.82906], [1.83528, -3.94961, -1.93246], [-2.13142, -1.41061, 4.25114]], "forces_ev_per_a": [[-0.41, 0.21, -0.53], [-0.01, 0.22, -0.74], [0.02, -0.13, 0.50], [0.03, 0.29, 0.20], [-0.05, 0.33, 0.51], [-0.19, 0.22, 0.20], [0.36, -0.34, -0.54], [-0.02, 0.11, -0.05], [0.23, -0.01, 0.07], [-0.34, -0.04, -0.34], [-0.09, -0.23, -0.10], [0.15, -0.22, -0.13], [0.12, -0.07, 0.19], [0.34, 0.10, -0.28], [0.12, -0.26, 0.24], [0.11, -0.33, 0.47], [0.06, 0.03, 0.30], [-0.13, -0.20, 0.24], [-0.01, -0.54, -0.21], [0.23, -0.26, -0.10], [-0.29, 0.03, -0.02], [0.02, -0.31, -0.02], [-0.04, -0.24, 0.10], [0.25, 0.36, 0.03], [0.00, 0.06, -0.03], [-0.13, -0.19, 0.12], [-0.06, 0.20, -0.17], [0.20, -0.06, -0.05], [0.32, -0.51, 1.25], [0.02, 0.21, -0.10], [-0.13, 0.06, -0.21], [0.18, 0.27, -0.25], [0.13, 0.25, -0.24], [0.01, -0.24, -0.19], [-0.18, 0.19, 0.16], [0.30, 0.09, -0.32], [-0.15, 0.34, 0.38], [0.20, -0.36, -0.16], [-0.37, 0.23, 0.09], [-0.07, 0.40, 0.16], [0.18, -0.52, -0.20], [0.14, -0.08, -0.15], [0.00, 0.03, 0.21], [0.12, 0.04, 0.07], [-0.45, 0.30, -0.01], [0.05, -0.17, 0.06], [-0.03, -0.02, -0.02], [0.02, 0.07, -0.04], [-0.20, -0.10, 0.03], [0.03, -0.08, 0.04], [0.02, 0.01, -0.03], [0.07, 0.02, -0.02], [-0.03, 0.01, 0.06], [0.00, -0.03, -0.04], [-0.08, -0.07, -0.14], [0.08, -0.09, 0.10], [-0.10, 0.08, 0.04], [0.04, 0.16, -0.01], [-0.02, 0.14, 0.01], [-0.08, -0.09, -0.26], [0.00, -0.22, 0.01], [-0.02, 0.01, -0.05], [0.07, 0.09, -0.09], [-0.01, -0.01, 0.00], [-0.12, 0.22, 0.01], [-0.08, 0.20, -0.13], [-0.01, 0.03, -0.05], [0.03, 0.00, 0.02], [-0.05, 0.01, -0.09], [0.04, 0.09, -0.10], [-0.04, 0.03, 0.05], [0.04, -0.05, -0.03], [0.04, -0.11, 0.00], [-0.08, -0.03, -0.06], [-0.11, 0.03, 0.00], [0.03, 0.12, 0.13], [-0.22, 0.03, 0.03], [0.14, -0.11, 0.25], [-0.03, 0.07, 0.05], [-0.10, 0.04, -0.02], [-0.04, 0.12, 0.09], [-0.07, 0.04, 0.03], [-0.06, 0.03, 0.07], [0.08, -0.07, 0.06], [-0.03, -0.05, 0.02], [0.04, 0.20, -0.02], [0.04, -0.01, 0.03], [-0.13, -0.01, -0.23], [0.08, -0.05, 0.17], [0.00, 0.01, -0.01], [0.00, 0.03, -0.11], [0.11, 0.05, -0.15]], "lowdin_spin": [0.988, 0.006, 0.001, -0.001, -0.001, 0.000, 0.000, 0.000, 0.000, 0.000, 0.000, 0.000, 0.000, 0.000, 0.000, 0.000, 0.000, 0.000, 0.000, 0.000, 0.000, 0.000, 0.000, 0.000, 0.000, 0.000, 0.000, 0.000, 0.005, 0.000, 0.000, 0.000, 0.000, 0.000, 0.000, 0.000, 0.000, 0.000, 0.000, 0.000, 0.000, 0.000, 0.000, 0.000, 0.000, 0.000, 0.000, 0.000, 0.000, 0.000, 0.000, 0.000, 0.000, 0.000, 0.000, 0.000, 0.000, 0.000, 0.000, 0.000, 0.000, 0.000, 0.000, 0.000, 0.000, 0.000, 0.000, 0.000, 0.000, 0.000, 0.000, 0.000, 0.000, 0.000, 0.000, 0.000, 0.000, 0.000, 0.000, 0.000, 0.000, 0.000, 0.000, 0.000, 0.000, 0.000, 0.000, 0.000, 0.000, 0.000, 0.000, 0.000], "lumo_ha": [0.00952, 0.00952], "spin_multiplicity": 2, "charge": 0, "s_squared": 0.751, "gap_ev": [6.723, 6.730]}

In order of appearance, E_tot = -24901.0022 -163968.7784 -156220.2414 eV.
In order of appearance, relative energy (zero: lowest compared OMol25 entry of this formula, charge and spin) = 42.4 13.7 12.0 kcal per mole.
In order of appearance, M = 163.6 741.2 860.9 g/mol.